Formula: C5H12S
Source: OMol25
Level of theory: ωB97M-V/def2-TZVPD

Results
Energy relative to the best compared isomer or geometry (same formula, charge and spin) (kJ/mol): 553.0
Kohn-Sham gap (eV): 7.9
LUMO level (eV): 0.6
HOMO level (eV): -7.24
SMILES: C=S(=C)(C)CC

Structure (XYZ):
```
18
Properties=species:S:1:pos:R:3:nbo_charge:R:1
C 0.963 0.891 1.445 -1.007
S -0.295 0.446 0.376 1.372
C -0.315 1.601 -0.735 -1.105
C -2.017 0.033 0.736 -0.823
C 0.302 -1.211 -0.354 -0.546
C 1.562 -1.012 -1.162 -0.648
H 1.094 0.112 2.272 0.213
H 0.814 1.985 1.718 0.231
H -0.862 1.397 -1.648 0.227
H 0.540 2.247 -0.665 0.252
H -2.101 -0.337 1.715 0.236
H -2.677 0.940 0.582 0.262
H -2.334 -0.697 0.054 0.227
H 0.333 -1.867 0.446 0.209
H -0.553 -1.554 -0.966 0.201
H 1.525 0.032 -1.404 0.251
H 2.420 -1.065 -0.482 0.226
H 1.602 -1.940 -1.929 0.224
```

***

Formula: C5H12S
Source: OMol25
Level of theory: ωB97M-V/def2-TZVPD

Results
Energy relative to the best compared isomer or geometry (same formula, charge and spin) (kJ/mol): 231.6
Kohn-Sham gap (eV): 9.5
LUMO level (eV): 0.9
HOMO level (eV): -8.59
SMILES: C=CC.CSC

Structure (XYZ):
```
18
Properties=species:S:1:pos:R:3:nbo_charge:R:1
C -0.723 2.161 -0.729 -0.382
C -0.637 1.948 0.537 -0.180
C -2.004 1.968 1.358 -0.651
H 0.059 1.998 -1.345 0.183
H -1.650 2.532 -1.158 0.181
H 0.274 1.423 0.819 0.196
H -2.705 2.697 0.882 0.215
H -2.389 0.854 1.550 0.227
H -1.879 2.524 2.253 0.209
C 0.498 -2.520 -1.526 -0.696
S 0.766 -2.748 0.347 0.168
C 2.070 -1.569 0.601 -0.788
H -0.393 -2.157 -1.927 0.215
H 0.598 -3.492 -1.961 0.212
H 1.384 -1.951 -1.760 0.212
H 1.876 -1.383 1.675 0.243
H 3.104 -1.703 0.176 0.225
H 1.751 -0.582 0.208 0.211
```

***

Formula: C5H12S
Source: OMol25
Level of theory: ωB97M-V/def2-TZVPD

Results
Energy relative to the best compared isomer or geometry (same formula, charge and spin) (kJ/mol): 185.8
Kohn-Sham gap (alpha / beta) (eV): 8.3 / 6.3
LUMO level (alpha / beta) (eV): 0.9 / -1.1
Spin multiplicity: 3
<S²>: 2.01
HOMO level (alpha / beta) (eV): -7.38 / -7.41

Structure (XYZ):
```
18
Properties=species:S:1:pos:R:3:lowdin_spin:R:1
C -0.061 -1.207 -1.618 0.019
C 2.142 1.872 -0.260 1.620
C -1.909 0.907 -0.322 0.000
C 1.348 -1.205 1.095 0.008
C -0.953 0.155 0.577 0.003
S 0.568 -0.301 -0.359 0.110
H 0.647 -1.341 -2.418 0.000
H -0.610 -2.093 -1.340 0.006
H 1.682 2.386 -1.122 0.114
H 3.023 1.351 -0.675 0.113
H -2.094 0.324 -1.224 0.000
H -2.854 1.079 0.195 0.000
H -1.483 1.867 -0.609 0.000
H 2.242 -1.697 0.719 0.000
H 1.616 -0.450 1.828 0.004
H 0.655 -1.934 1.506 0.001
H -1.408 -0.768 0.943 0.001
H -0.622 0.761 1.418 0.002
```

***

Formula: C5H12Se2
Source: OMol25
Level of theory: ωB97M-V/def2-TZVPD

Results
Energy relative to the best compared isomer or geometry (same formula, charge and spin) (kJ/mol): 0.0
Kohn-Sham gap (eV): 9.3
LUMO level (eV): 0.6
HOMO level (eV): -8.69
SMILES: CC(C)(C[SeH])C[SeH]

Structure (XYZ):
```
19
Properties=species:S:1:pos:R:3:nbo_charge:R:1
C -1.066 -0.400 -0.912 -0.622
C -0.002 -0.137 0.056 -0.080
C -0.664 -0.646 1.358 -0.619
C 0.475 1.316 0.137 -0.557
Se 1.823 1.447 1.538 0.060
C 1.271 -1.025 -0.388 -0.560
Se 1.715 -0.935 -2.327 0.005
H -1.947 0.234 -0.741 0.203
H -0.761 -0.186 -1.927 0.219
H -1.488 -1.391 -0.723 0.220
H -0.361 -0.132 2.234 0.206
H -1.678 -0.312 1.165 0.212
H -0.508 -1.655 1.647 0.225
H -0.461 1.941 0.111 0.226
H 0.999 1.585 -0.738 0.227
H 2.655 2.230 0.582 0.086
H 1.123 -2.123 -0.277 0.226
H 2.141 -0.494 0.144 0.249
H 3.045 -0.527 -2.033 0.073
```

***

Formula: C5H12Si
Source: OMol25
Level of theory: ωB97M-V/def2-TZVPD

Results
Energy relative to the best compared isomer or geometry (same formula, charge and spin) (kJ/mol): 406.1
Kohn-Sham gap (alpha / beta) (eV): 8.3 / 8.1
LUMO level (alpha / beta) (eV): -0.1 / 0.2
HOMO level (alpha / beta) (eV): -8.41 / -7.83

Structure (XYZ):
```
18
Properties=species:S:1:pos:R:3:nbo_charge:R:1
C 1.502 -1.156 -2.257 -0.343
C 0.583 -0.514 -1.519 -0.256
C 1.761 0.735 1.135 -0.549
C -2.094 1.111 0.450 -1.064
C 0.259 -0.920 -0.155 -0.567
Si -1.365 -0.648 0.780 1.102
H 1.647 -0.946 -3.334 0.188
H 2.215 -1.821 -1.917 0.183
H 0.140 0.267 -1.984 0.197
H 1.282 1.444 0.430 0.181
H 1.195 0.796 2.099 0.180
H 2.839 0.562 1.124 0.193
H -2.331 1.638 1.354 0.239
H -1.558 1.745 -0.173 0.234
H -2.967 0.991 -0.153 0.240
H 0.708 -1.847 0.202 0.211
H -2.251 -1.640 0.324 -0.201
H -1.438 -1.152 2.132 -0.169
```

***

Formula: C5H13Br2N2PSi
Source: OMol25
Level of theory: ωB97M-V/def2-TZVPD

Results
Kohn-Sham gap (eV): 8.5
LUMO level (eV): 0.4
HOMO level (eV): -8.09
SMILES: C/C(Br)=C(\Br)[Si@@H](CCN)[PH2]=N

Structure (XYZ):
```
24
Properties=species:S:1:pos:R:3:nbo_charge:R:1
C 2.925 -1.969 0.005 -0.675
C 1.850 -0.944 0.160 -0.048
Br 1.797 -0.206 1.924 0.047
C 0.975 -0.460 -0.717 -0.557
Br 1.062 -1.108 -2.511 0.061
Si -0.372 0.838 -0.437 1.090
C -1.681 0.282 0.774 -0.879
C -2.226 -1.117 0.460 -0.215
N -2.185 -1.397 -0.980 -0.860
P 0.465 2.820 0.328 0.910
N -0.504 4.016 -0.010 -1.325
H 3.908 -1.500 0.076 0.239
H 2.837 -2.470 -0.955 0.241
H 2.855 -2.702 0.809 0.236
H -0.895 1.198 -1.759 -0.126
H -1.300 0.307 1.799 0.243
H -2.463 1.048 0.713 0.249
H -3.245 -1.210 0.838 0.195
H -1.623 -1.853 1.000 0.184
H -3.083 -1.685 -1.344 0.372
H -1.531 -2.133 -1.211 0.369
H 0.707 2.622 1.705 -0.072
H 1.802 2.857 -0.134 -0.055
H -0.073 4.767 -0.534 0.377
```